87
Properties=species:S:1:pos:R:3 method="wB97M-V/def2-TZVPD" total_charge=+1 e_homo_ev="-9.026 / -9.001" e_above_lowest_ev=0.090 multiplicity=1 homo_lumo_gap_ev="5.67 / 5.65" e_tot_ev=-110112.887
Fe 0.102 0.598 0.093
C -0.690 1.923 6.980
C -0.838 1.564 5.525
C -1.838 0.747 5.071
C -1.985 0.422 3.702
C -2.808 -0.666 3.380
N -3.007 -1.177 2.193
C -3.457 -2.559 2.021
C -4.765 -2.729 1.223
C -4.638 -3.598 -0.040
N -4.441 -2.778 -1.236
C -3.420 -1.945 -1.293
C -3.241 -0.842 -2.105
C -4.153 -0.442 -3.125
C -4.005 0.727 -3.798
C -4.949 1.178 -4.876
C -2.914 1.558 -3.416
C -2.012 1.248 -2.436
C -0.966 2.216 -2.144
N -0.130 2.170 -1.187
C 0.838 3.280 -1.144
C 2.230 2.720 -0.925
C 2.485 2.456 0.543
N 1.339 1.768 1.169
C 1.101 2.144 2.365
C 0.019 1.693 3.221
C 0.096 1.992 4.567
C -1.127 1.003 2.706
O -1.376 0.877 1.470
C -2.100 -0.020 -1.753
O -1.271 -0.413 -0.901
H -1.646 2.214 7.413
H -0.001 2.757 7.108
H -0.304 1.083 7.560
H -2.539 0.312 5.778
H -3.271 -1.205 4.203
H -2.536 -0.681 1.428
H -3.576 -2.978 3.020
H -2.629 -3.103 1.559
H -5.133 -1.743 0.932
H -5.527 -3.154 1.875
H -5.529 -4.200 -0.196
H -3.796 -4.288 0.046
H -5.225 -2.650 -1.858
H -2.633 -2.121 -0.565
H -4.981 -1.094 -3.385
H -5.557 0.350 -5.238
H -4.406 1.593 -5.725
H -5.623 1.954 -4.508
H -2.793 2.504 -3.936
H -0.920 3.056 -2.841
H 0.541 3.953 -0.333
H 0.792 3.842 -2.079
H 2.997 3.395 -1.307
H 2.292 1.797 -1.486
H 2.609 3.417 1.051
H 3.391 1.866 0.697
H 1.776 2.869 2.829
H 0.943 2.583 4.905
O 7.162 1.397 -4.923
C 6.109 0.618 -5.264
O 6.038 0.177 -6.376
C 5.079 0.358 -4.213
C 5.228 0.682 -2.868
C 4.233 0.383 -1.952
C 3.046 -0.246 -2.343
S 1.783 -0.712 -1.203
C 2.914 -0.577 -3.699
C 3.908 -0.286 -4.611
H 7.065 1.723 -4.022
H 6.132 1.150 -2.491
H 4.390 0.606 -0.904
H 2.007 -1.072 -4.022
H 3.800 -0.550 -5.655
C 2.391 -3.777 0.501
N 2.741 -2.718 1.436
C 3.977 -2.528 2.024
C 3.893 -1.423 2.792
N 2.599 -0.959 2.657
C 1.897 -1.747 1.821
S 0.276 -1.562 1.345
H 3.238 -4.452 0.419
H 2.163 -3.326 -0.464
H 1.524 -4.318 0.872
H 4.802 -3.189 1.835
H 4.627 -0.936 3.407
H 2.186 -0.160 3.105